No. 1
The following is a quantum chemistry calculation of a structure of composition C13H47N19O18S2V, from the Open Molecules 2025 dataset.

Element x y z (Å)
1 V 0.91 -0.32 1.77
2 S 2.20 1.14 3.72
3 O 1.91 1.50 5.09
4 O 3.46 1.68 3.33
5 O 2.03 -0.27 3.44
6 O 1.15 1.48 2.84
7 S -0.47 -0.08 -0.64
8 O 0.05 0.81 0.34
9 O 0.16 -1.19 0.14
10 O -1.94 -0.17 -0.71
11 O 0.04 0.16 -1.99
12 C -1.71 -3.34 3.86
13 C -1.15 -2.21 3.00
14 C -1.69 -0.82 3.39
15 O -1.12 0.22 2.64
16 C -1.78 1.46 2.84
17 N 0.32 -2.18 2.90
18 H -1.28 -3.27 4.86
19 H -1.45 -4.32 3.45
20 H -2.79 -3.26 3.77
21 H -1.57 -2.39 2.02
22 H -1.43 -0.64 4.43
23 H -2.76 -0.85 3.20
24 H -2.86 1.45 2.66
25 H -1.18 2.04 2.14
26 H -1.48 1.81 3.83
27 H 0.66 -2.35 3.84
28 H 0.42 -3.13 2.57
29 C -2.15 -4.80 -1.67
30 O -1.86 -4.92 -2.88
31 N -3.23 -5.29 -1.20
32 N -1.40 -4.41 -0.64
33 H -3.78 -5.85 -1.83
34 H -3.52 -5.28 -0.23
35 H -1.89 -4.46 0.25
36 H -0.52 -3.95 -0.79
37 C -4.90 -1.41 0.44
38 O -5.95 -1.91 0.80
39 N -4.62 -0.18 0.45
40 N -3.92 -2.15 -0.08
41 H -3.67 0.04 0.18
42 H -5.41 0.45 0.48
43 H -3.07 -1.69 -0.39
44 H -3.93 -3.13 0.19
45 C 2.67 4.33 0.81
46 O 2.99 5.08 -0.04
47 N 3.50 4.15 1.80
48 N 1.51 3.73 0.74
49 H 4.39 4.65 1.81
50 H 3.39 3.30 2.34
51 H 1.15 2.97 1.31
52 H 0.71 4.23 0.37
53 C -1.89 4.03 -0.03
54 O -1.81 4.04 1.22
55 N -1.75 2.94 -0.81
56 N -2.18 5.11 -0.68
57 H -1.75 2.96 -1.82
58 H -1.48 2.08 -0.35
59 H -1.69 5.08 -1.57
60 H -2.69 5.86 -0.25
61 C 3.22 -2.84 0.54
62 O 2.53 -2.01 1.24
63 N 4.57 -2.93 0.53
64 N 2.72 -3.60 -0.37
65 H 4.90 -3.47 -0.25
66 H 5.07 -2.50 1.29
67 H 1.72 -3.49 -0.37
68 H 3.21 -4.10 -1.10
69 C 2.33 -1.71 -3.67
70 O 3.05 -2.18 -4.44
71 N 1.65 -2.34 -2.90
72 N 2.11 -0.45 -3.49
73 H 1.20 -1.88 -2.13
74 H 1.64 -3.34 -3.06
75 H 2.58 0.22 -4.08
76 H 1.27 -0.26 -2.95
77 C 1.83 3.00 -3.07
78 O 1.73 2.59 -4.22
79 N 2.61 3.95 -2.67
80 N 1.18 2.51 -2.04
81 H 2.62 4.25 -1.70
82 H 3.11 4.49 -3.36
83 H 1.01 3.12 -1.25
84 H 0.73 1.63 -2.24
85 C 3.72 0.63 0.28
86 O 2.59 0.46 0.67
87 N 4.60 0.98 1.13
88 N 4.18 0.45 -0.93
89 H 4.25 1.13 2.07
90 H 5.38 1.46 0.72
91 H 3.48 0.16 -1.60
92 H 5.06 0.77 -1.30
93 C -4.00 1.05 -3.63
94 O -4.47 1.66 -4.59
95 N -2.74 1.20 -3.47
96 N -4.56 0.27 -2.72
97 H -2.35 2.08 -3.77
98 H -2.23 0.87 -2.65
99 H -3.91 -0.30 -2.20
100 H -5.47 -0.11 -2.95

2S+1 = 3
E_tot = -4659.0114 a.u.
Net charge = -1
HOMO-LUMO gap (spin up / spin down) = 8.132 / 8.134 eV

These are the Mulliken partial charges, in e, on atoms 1 to 99: atom 1 (V): 0.4141, atom 2 (S): 1.3191, atom 3 (O): -0.8546, atom 4 (O): -1.0540, atom 5 (O): -0.5735, atom 6 (O): -0.6858, atom 7 (S): 0.1834, atom 8 (O): 0.3236, atom 9 (O): 0.4843, atom 10 (O): -0.0339, atom 11 (O): -0.8549, atom 12 (C): -1.7476, atom 13 (C): 0.9719, atom 14 (C): -1.3022, atom 15 (O): 0.4003, atom 16 (C): -0.7372, atom 17 (N): -0.0839, atom 18 (H): 0.4352, atom 19 (H): 0.4208, atom 20 (H): 0.4273, atom 21 (H): -0.3748, atom 22 (H): 0.3034, atom 23 (H): 0.4475, atom 24 (H): 0.2914, atom 25 (H): -0.0829, atom 26 (H): 0.3170, atom 27 (H): 0.2565, atom 28 (H): 0.3443, atom 29 (C): 0.5754, atom 30 (O): -0.7252, atom 31 (N): -0.2782, atom 32 (N): -0.1230, atom 33 (H): 0.2399, atom 34 (H): 0.1479, atom 35 (H): 0.0880, atom 36 (H): 0.1036, atom 37 (C): 0.3137, atom 38 (O): -0.7890, atom 39 (N): -0.1361, atom 40 (N): 0.0274, atom 41 (H): 0.2418, atom 42 (H): 0.2226, atom 43 (H): 0.2017, atom 44 (H): 0.0189, atom 45 (C): 0.3553, atom 46 (O): -0.8284, atom 47 (N): -0.2609, atom 48 (N): -0.1063, atom 49 (H): 0.2404, atom 50 (H): 0.1969, atom 51 (H): -0.1874, atom 52 (H): 0.2715, atom 53 (C): 0.5000, atom 54 (O): -0.6737, atom 55 (N): 0.2979, atom 56 (N): -0.4233, atom 57 (H): 0.1182, atom 58 (H): -0.7123, atom 59 (H): 0.1703, atom 60 (H): 0.2763, atom 61 (C): 0.2938, atom 62 (O): -0.2410, atom 63 (N): -0.4450, atom 64 (N): -0.3128, atom 65 (H): 0.1318, atom 66 (H): 0.2658, atom 67 (H): 0.0412, atom 68 (H): 0.2567, atom 69 (C): 0.4843, atom 70 (O): -0.7504, atom 71 (N): -0.0852, atom 72 (N): -0.1791, atom 73 (H): -0.1821, atom 74 (H): 0.2137, atom 75 (H): 0.0824, atom 76 (H): 0.1520, atom 77 (C): 0.5784, atom 78 (O): -0.7775, atom 79 (N): -0.2042, atom 80 (N): 0.5374, atom 81 (H): 0.1264, atom 82 (H): 0.2135, atom 83 (H): -0.1407, atom 84 (H): -0.1893, atom 85 (C): -0.1055, atom 86 (O): 0.7539, atom 87 (N): -0.1801, atom 88 (N): -0.3905, atom 89 (H): 0.3483, atom 90 (H): 0.2092, atom 91 (H): 0.0119, atom 92 (H): 0.1926, atom 93 (C): 0.4035, atom 94 (O): -0.7673, atom 95 (N): -0.2816, atom 96 (N): -0.1575, atom 97 (H): 0.2288, atom 98 (H): 0.2377, atom 99 (H): 0.0538



No. 2
The following is a quantum chemistry calculation of a cluster of 9 separate species, C13H48N4O8 in total, from the Open Molecules 2025 dataset.

Element x y z (Å)
1 N 1.95 -3.82 2.72
2 H 1.11 -3.32 2.46
3 H 2.51 -3.15 3.23
4 H 2.22 -4.19 1.82
5 H 1.63 -4.59 3.28
6 C -0.30 -1.49 0.70
7 O -0.11 -2.09 1.97
8 H -1.27 -1.00 0.67
9 H 0.53 -0.83 0.44
10 H -0.45 -2.29 -0.02
11 O -2.78 -1.78 3.26
12 H -2.68 -1.74 4.21
13 H -1.92 -1.55 2.92
14 O 0.22 -2.19 4.89
15 H 0.02 -2.09 3.96
16 H -0.20 -1.44 5.31
17 O 0.23 -5.31 -0.50
18 H -0.66 -4.99 -0.30
19 H 0.15 -5.71 -1.36
20 O -1.91 -4.47 0.81
21 H -1.35 -3.77 1.15
22 H -2.77 -4.07 0.72
23 C 1.26 1.52 -1.16
24 C 1.13 3.07 -1.44
25 C 2.64 3.66 -1.44
26 O 2.63 5.05 -1.61
27 C 3.69 5.79 -1.00
28 N 0.49 3.26 -2.65
29 H 1.57 1.18 -0.18
30 H 1.88 1.07 -1.93
31 H 0.24 1.15 -1.29
32 H 0.51 3.40 -0.61
33 H 3.31 3.31 -2.22
34 H 3.09 3.35 -0.50
35 H 4.65 5.63 -1.49
36 H 3.74 5.77 0.09
37 H 3.60 6.87 -1.04
38 H 1.29 2.93 -3.17
39 H 0.71 4.25 -2.67
40 C -3.77 3.18 0.74
41 C -4.53 2.13 1.53
42 C -5.70 1.47 0.66
43 O -6.68 0.75 1.42
44 C -7.63 1.61 1.96
45 N -3.57 1.17 2.00
46 H -4.40 4.00 0.40
47 H -3.35 2.63 -0.10
48 H -2.95 3.63 1.31
49 H -5.02 2.59 2.39
50 H -5.38 0.77 -0.12
51 H -6.11 2.23 -0.01
52 H -8.55 1.22 1.53
53 H -7.69 2.63 1.60
54 H -7.82 1.55 3.03
55 H -3.24 0.58 1.25
56 H -3.85 0.67 2.82
57 C 2.09 -2.36 -2.09
58 C 3.51 -2.47 -1.63
59 C 4.47 -1.38 -2.16
60 O 4.84 -1.52 -3.47
61 C 4.05 -0.74 -4.39
62 N 3.52 -2.20 -0.23
63 H 1.42 -3.01 -1.53
64 H 2.03 -2.87 -3.05
65 H 1.69 -1.35 -2.16
66 H 3.91 -3.37 -2.09
67 H 5.44 -1.59 -1.71
68 H 4.20 -0.37 -1.84
69 H 3.58 0.16 -3.99
70 H 3.16 -1.27 -4.72
71 H 4.54 -0.62 -5.36
72 H 2.81 -1.49 -0.13
73 H 4.36 -1.79 0.16

2S+1 = 2
E_tot = -1344.8005 a.u.
Net charge = -1
HOMO-LUMO gap (spin up / spin down) = 1.910 / 7.235 eV

Charges obtained by Mulliken population analysis, quoted in units of e: atom 1 (N): -2.4302, atom 2 (H): -0.6666, atom 3 (H): 1.1541, atom 4 (H): 0.8161, atom 5 (H): 1.2393, atom 6 (C): -0.3809, atom 7 (O): -0.4545, atom 8 (H): -0.0213, atom 9 (H): -0.3846, atom 10 (H): 0.3980, atom 11 (O): -0.6239, atom 12 (H): 0.2703, atom 13 (H): 0.1842, atom 14 (O): -0.3591, atom 15 (H): 0.2578, atom 16 (H): 0.2512, atom 17 (O): -0.4930, atom 18 (H): 0.3309, atom 19 (H): 0.2747, atom 20 (O): -0.8390, atom 21 (H): 0.2256, atom 22 (H): 0.3509, atom 23 (C): -1.0031, atom 24 (C): 0.0482, atom 25 (C): -0.7652, atom 26 (O): -0.3350, atom 27 (C): -0.8572, atom 28 (N): -0.7480, atom 29 (H): 0.4279, atom 30 (H): -0.2087, atom 31 (H): 0.3869, atom 32 (H): 0.5353, atom 33 (H): 0.2810, atom 34 (H): 0.4716, atom 35 (H): 0.3161, atom 36 (H): 0.3389, atom 37 (H): 0.3035, atom 38 (H): 0.3704, atom 39 (H): 0.4019, atom 40 (C): -1.5408, atom 41 (C): 0.4045, atom 42 (C): -0.7053, atom 43 (O): -0.3769, atom 44 (C): -0.8812, atom 45 (N): -0.4686, atom 46 (H): 0.3872, atom 47 (H): 0.2994, atom 48 (H): 0.3866, atom 49 (H): 0.3973, atom 50 (H): 0.3290, atom 51 (H): 0.4276, atom 52 (H): 0.3153, atom 53 (H): 0.3687, atom 54 (H): 0.2847, atom 55 (H): 0.0929, atom 56 (H): 0.2527, atom 57 (C): -0.9776, atom 58 (C): 0.1889, atom 59 (C): -0.7325, atom 60 (O): -0.3628, atom 61 (C): -0.6266, atom 62 (N): -0.3669, atom 63 (H): 0.2137, atom 64 (H): 0.4716, atom 65 (H): 0.1085, atom 66 (H): 0.1224, atom 67 (H): 0.2882, atom 68 (H): 0.3566, atom 69 (H): 0.1261, atom 70 (H): 0.2677, atom 71 (H): 0.3356, atom 72 (H): 0.1063, atom 73 (H): 0.4432